Entry 1:
Here is C57H63Cl2N5O4P2Sc as an isolated structure in a non-equilibrium geometry from the Open Molecules 2025 dataset. Energies are from ωB97M-V/def2-TZVPD.

Each line ends with the Mulliken charge.
Element x y z (Å)
Sc1 -0.10514 -0.32774 -0.13861  0.430
C1 -0.97908 4.52991 -0.25840  -1.097
N1 -0.77809 3.83536 1.00713  0.590
C2 -0.92488 4.61075 2.23131  -1.071
C3 -0.49998 2.53567 1.02059  0.801
O1 -0.35975 1.87280 -0.01272  0.667
C4 -0.30166 1.87311 2.37523  -2.698
O2 -0.13580 0.47175 2.25314  0.615
C5 -1.12496 -0.24196 2.98445  -1.499
C6 -2.46092 0.00324 2.30528  -0.327
O3 -2.42406 0.27840 1.10561  0.151
N2 -3.59696 -0.06785 3.01614  0.453
C7 -3.64635 -0.45819 4.41791  -1.054
C8 -4.86225 -0.11773 2.29672  -0.458
H1 -1.95877 5.00550 -0.25600  0.520
H2 -0.94097 3.80754 -1.06767  -0.137
H3 -0.20044 5.28116 -0.39428  0.620
H4 -1.11598 5.64351 1.95097  0.420
H5 -0.01797 4.59022 2.83639  0.321
H6 -1.76886 4.26354 2.82856  0.312
H7 -1.15786 2.10353 3.01604  0.627
H8 0.58365 2.30386 2.85543  0.617
H9 -1.08887 0.05183 4.03391  0.619
H10 -0.89239 -1.30196 2.88890  0.450
H11 -2.84514 -0.00119 4.99092  0.337
H12 -3.59897 -1.54294 4.53486  0.332
H13 -4.58681 -0.10341 4.83498  0.461
H14 -4.67504 -0.36543 1.25673  -0.269
H15 -5.39341 0.83411 2.36554  0.318
H16 -5.48281 -0.90107 2.73147  0.448
N3 2.01627 -1.95925 0.35366  0.163
C9 3.40517 -2.13536 0.79980  -0.516
C10 3.66740 -1.53992 2.17968  -0.747
C11 4.03528 -0.05777 2.23451  -0.970
C12 2.88531 0.92848 2.11480  -0.635
N4 2.21114 0.87182 0.80283  1.223
H17 1.38366 -2.44590 0.98433  0.101
H18 1.88518 -2.45316 -0.52845  -0.247
H19 4.07114 -1.68304 0.05870  -0.128
H20 3.65673 -3.20134 0.82842  0.667
H21 4.48702 -2.10115 2.63228  0.405
H22 2.79377 -1.72410 2.81560  0.292
H23 4.77487 0.16111 1.45400  0.248
H24 4.53753 0.13887 3.18437  0.491
H25 3.27633 1.93745 2.28718  0.211
H26 2.15958 0.71371 2.90319  0.364
H27 2.09920 1.80880 0.43106  -0.327
H28 2.82961 0.39477 0.15376  -0.794
C13 -0.38215 -0.75696 -7.97975  -1.752
C14 -0.66090 0.46290 -7.08747  1.434
C15 -1.08086 1.65548 -7.96320  -1.835
C16 -1.78303 0.13822 -6.11792  1.089
C17 -3.05848 -0.14745 -6.59705  -0.308
C18 -4.11714 -0.39511 -5.74379  -1.842
C19 -3.91459 -0.34780 -4.37497  -0.486
C20 -2.65676 -0.07768 -3.84927  0.206
P1 -2.43797 0.09364 -2.02530  1.813
C21 -3.13864 1.79131 -1.82529  0.407
C22 -3.83179 2.22848 -0.69901  0.404
C23 -4.30957 3.53113 -0.61739  -0.827
C24 -4.08671 4.43022 -1.64821  -1.096
C25 -3.36000 4.02211 -2.75777  -0.551
C26 -2.89069 2.72064 -2.84230  -0.941
C27 -3.72666 -1.08775 -1.49681  0.895
C28 -5.03649 -0.75386 -1.17196  -0.641
C29 -5.95548 -1.74515 -0.84819  -0.687
C30 -5.57413 -3.07845 -0.86122  -0.843
C31 -4.27668 -3.41983 -1.21957  -0.360
C32 -3.36090 -2.43080 -1.53652  -0.762
C33 -1.60898 0.13838 -4.73991  -1.198
O4 -0.39569 0.40025 -4.15473  0.306
C34 0.67209 0.74899 -4.93423  -1.131
C35 1.84581 1.02641 -4.24247  0.222
C36 2.96521 1.43681 -4.95577  -0.223
C37 2.91751 1.54470 -6.33320  -1.581
C38 1.74512 1.22395 -6.99783  -0.243
C39 0.59821 0.82247 -6.32117  1.078
P2 1.98905 0.72387 -2.43969  1.600
C40 3.36641 -0.48726 -2.51820  1.751
C41 2.94224 -1.75370 -2.92140  -1.218
C42 3.84591 -2.78771 -3.09005  -0.418
C43 5.19845 -2.57241 -2.85818  -0.856
C44 5.63347 -1.31511 -2.47239  -0.656
C45 4.72482 -0.27576 -2.30798  -0.685
C46 2.64005 2.38265 -1.96730  0.711
C47 3.74762 2.69316 -1.18210  0.166
C48 4.06266 4.01285 -0.88058  -0.875
C49 3.27327 5.04823 -1.35293  -0.930
C50 2.15374 4.75429 -2.12022  -0.504
C51 1.84076 3.43925 -2.41669  -1.147
H29 -1.26867 -1.02101 -8.55600  0.390
H30 -0.09552 -1.62125 -7.37942  0.389
H31 0.42357 -0.54677 -8.68302  0.394
H32 -1.98332 1.42381 -8.52717  0.436
H33 -0.30017 1.90482 -8.68080  0.411
H34 -1.27691 2.53744 -7.35169  0.343
H35 -3.22726 -0.17202 -7.66538  0.416
H36 -5.09762 -0.61522 -6.14079  0.446
H37 -4.74512 -0.52996 -3.70784  0.493
H38 -3.99358 1.55180 0.12620  0.213
H39 -4.87246 3.83696 0.25550  0.465
H40 -4.47782 5.43742 -1.59086  0.389
H41 -3.17337 4.71142 -3.57072  0.496
H42 -2.34900 2.42363 -3.72926  0.372
H43 -5.36016 0.27958 -1.18726  0.528
H44 -6.97169 -1.47176 -0.59539  0.487
H45 -6.28675 -3.85071 -0.60408  0.423
H46 -3.96856 -4.45769 -1.24128  0.376
H47 -2.34923 -2.70767 -1.80344  0.255
H48 3.88567 1.65672 -4.42866  0.423
H49 3.79028 1.85887 -6.88702  0.449
H50 1.72181 1.28878 -8.07768  0.433
H51 1.88938 -1.93326 -3.10840  0.181
H52 3.49332 -3.76206 -3.39964  0.503
H53 5.90762 -3.37814 -2.98803  0.396
H54 6.68635 -1.13214 -2.30480  0.454
H55 5.11009 0.69866 -2.04620  0.274
H56 4.36681 1.91617 -0.75617  -0.043
H57 4.93402 4.22594 -0.27594  0.498
H58 3.52791 6.07499 -1.12908  0.430
H59 1.52889 5.55196 -2.50007  0.560
H60 0.96825 3.23015 -3.02607  0.192
Cl1 0.30310 -3.77583 -2.14856  -0.288
C52 -0.54300 -4.34747 -0.72638  1.263
C53 -0.75858 -5.70967 -0.64393  -0.730
C54 -1.50059 -6.23160 0.40389  -0.671
C55 -2.04800 -5.34704 1.32029  -0.603
C56 -1.82127 -3.98974 1.20136  0.415
Cl2 -2.69140 -2.97017 2.32418  -0.194
C57 -0.99824 -3.38831 0.21780  -1.358
N5 -0.72905 -2.08003 0.08786  0.515
H61 -0.34922 -6.35051 -1.41233  0.503
H62 -1.66804 -7.29405 0.49158  0.404
H63 -2.67811 -5.69846 2.12589  0.488

Summary:
orbital gap: 6.80 eV
net charge: +1
energy relative to the best compared isomer or geometry (same formula, charge and spin): 19.9 kcal per mole
LUMO level: -1.81 eV

---

Entry 2:
Here is C57H64N7OS2W as an isolated structure in a non-equilibrium geometry from the Open Molecules 2025 dataset. Energies are from ωB97M-V/def2-TZVPD.

Each line ends with the Mulliken charge.
Element x y z (Å)
W1 -0.22777 -0.21614 0.01748  2.891
C1 3.82784 0.15808 3.65731  -0.657
N1 2.65909 1.03655 3.64186  0.418
C2 2.44747 2.09551 4.49781  -1.096
C3 1.27430 2.65461 4.16933  -0.291
N2 0.75200 1.92876 3.08555  0.761
C4 1.63027 0.94134 2.78942  -0.308
S1 1.66858 -0.25485 1.57870  -0.156
C5 -0.53728 2.14768 2.53869  0.465
C6 -1.27161 3.21229 3.04691  -1.372
C7 -2.60236 3.35962 2.70841  -1.304
C8 -3.18188 2.41212 1.88503  -0.777
C9 -2.36994 1.43182 1.36929  -0.142
N3 -1.04833 1.29610 1.62405  0.318
H1 4.47361 0.48243 4.46746  0.347
H2 4.35612 0.23314 2.70803  0.233
H3 3.51127 -0.86876 3.82801  0.336
H4 3.14857 2.34902 5.27228  0.503
H5 0.76828 3.47386 4.63525  0.580
H6 -0.82264 3.92048 3.72020  0.397
H7 -3.17473 4.18268 3.11379  0.482
H8 -4.22744 2.43411 1.61905  0.677
H9 -2.79262 0.68159 0.72372  -0.183
C10 -4.38602 -5.11480 1.23595  -0.902
C11 -2.94224 -5.26098 1.68171  -0.566
N4 -2.34771 -3.97561 2.13460  0.111
C12 -2.25412 -3.76660 3.59163  -0.703
C13 -3.50974 -3.13745 4.17095  -0.946
C14 -1.97183 -3.06526 1.26911  0.536
S2 -1.39993 -1.53368 1.85010  -0.731
N5 -2.11805 -3.42059 -0.04265  0.047
C15 -1.67986 -2.76710 -1.04584  0.310
O1 -0.94969 -1.62756 -0.93716  0.719
C16 -1.92754 -3.18580 -2.42416  0.704
C17 -1.44186 -2.44856 -3.50489  0.294
C18 -1.70966 -2.85784 -4.79762  -0.759
C19 -2.46175 -4.00589 -5.01806  -1.003
C20 -2.94570 -4.74709 -3.94631  -0.822
C21 -2.68181 -4.34212 -2.65108  -0.811
H10 -4.77256 -6.09600 0.96439  0.377
H11 -4.46892 -4.46178 0.36902  0.158
H12 -5.01425 -4.72156 2.03218  0.318
H13 -2.31630 -5.65949 0.88672  0.406
H14 -2.86677 -5.93329 2.53362  0.387
H15 -1.37406 -3.15578 3.78813  0.373
H16 -2.07151 -4.74696 4.02723  0.458
H17 -3.71692 -2.17094 3.71181  0.242
H18 -3.37442 -2.98541 5.24041  0.415
H19 -4.37629 -3.78072 4.03545  0.318
H20 -0.85023 -1.55938 -3.33939  -0.663
H21 -1.33145 -2.28772 -5.63505  0.618
H22 -2.67048 -4.32780 -6.02906  0.452
H23 -3.52658 -5.64063 -4.12403  0.492
H24 -3.05130 -4.91108 -1.81002  0.473
C22 2.47339 -4.00179 -2.60836  -2.020
C23 2.03097 -3.00170 -1.53989  2.413
C24 1.64386 -3.74668 -0.25968  -1.513
C25 3.08170 -1.94317 -1.26358  0.323
C26 4.42818 -2.29671 -1.21877  -0.263
C27 5.41592 -1.34244 -1.04835  -1.700
C28 5.07970 -0.00389 -0.92632  -0.105
C29 3.75125 0.40658 -0.94555  0.372
C30 3.40994 1.87966 -0.85127  1.975
C31 4.03067 2.53589 0.38094  -1.331
C32 3.83579 2.61418 -2.12592  -1.819
C33 2.78149 -0.58633 -1.09614  -0.557
N6 1.40041 -0.12649 -1.18399  0.796
C34 0.96117 0.16375 -2.39046  0.237
C35 -0.27419 0.93951 -2.44278  0.392
N7 -0.84503 1.21893 -1.27747  1.143
C36 -1.97074 2.13506 -1.33916  -2.117
C37 -1.70009 3.50442 -1.25050  0.976
C38 -2.80085 4.35557 -1.22944  -0.461
C39 -4.09423 3.86082 -1.33283  -1.665
C40 -4.31065 2.50736 -1.53062  -0.278
C41 -3.24837 1.60711 -1.56352  1.522
C42 -3.51864 0.14468 -1.91532  2.106
C43 -4.26075 0.03412 -3.25346  -2.001
C44 -4.32055 -0.62239 -0.85656  -1.750
C45 -0.27969 4.04844 -1.26808  1.391
C46 0.39465 3.98996 0.10279  -0.759
C47 -0.20010 5.47138 -1.82011  -2.010
C48 -0.54184 1.27518 -3.82777  0.791
C49 -1.44919 2.06596 -4.50043  -0.354
C50 -1.32362 2.19313 -5.89875  -1.353
C51 -0.31403 1.57554 -6.60287  -0.928
C52 0.66063 0.79326 -5.93471  0.780
C53 1.77853 0.14130 -6.51600  -0.875
C54 2.67408 -0.54862 -5.73181  -1.443
C55 2.53196 -0.63659 -4.32985  -0.043
C56 1.44123 -0.03484 -3.74511  0.692
C57 0.51392 0.66494 -4.55803  -0.327
H25 1.61850 -4.59895 -2.92801  0.445
H26 3.22531 -4.69407 -2.23045  0.489
H27 2.88412 -3.50490 -3.48653  0.332
H28 1.14581 -2.49980 -1.93395  -1.399
H29 2.52251 -4.21781 0.18343  0.417
H30 0.92124 -4.53522 -0.47887  0.516
H31 1.21391 -3.08892 0.50349  0.121
H32 4.70970 -3.33325 -1.34581  0.444
H33 6.45463 -1.64112 -1.03448  0.464
H34 5.86431 0.73404 -0.82469  0.473
H35 2.32284 1.97542 -0.76016  -1.497
H36 5.11449 2.42283 0.39444  0.384
H37 3.63554 2.10668 1.30408  0.118
H38 3.82052 3.60544 0.38865  0.457
H39 4.92079 2.61331 -2.23358  0.432
H40 3.50963 3.65446 -2.09366  0.431
H41 3.41470 2.15059 -3.01913  0.298
H42 -2.65202 5.42321 -1.16102  0.419
H43 -4.93230 4.54383 -1.31014  0.463
H44 -5.31899 2.14604 -1.68487  0.469
H45 -2.55632 -0.35961 -2.04801  -1.625
H46 -5.27042 0.43728 -3.18303  0.445
H47 -4.34474 -1.01534 -3.53645  0.474
H48 -3.74624 0.55480 -4.05738  0.341
H49 -5.23605 -0.09072 -0.59340  0.293
H50 -3.76701 -0.81942 0.06529  0.297
H51 -4.61608 -1.59317 -1.25623  0.619
H52 0.29957 3.41839 -1.95299  -0.465
H53 -0.18863 4.54941 0.83684  0.359
H54 1.38623 4.43956 0.05201  0.567
H55 0.51620 2.96083 0.45967  -0.269
H56 -0.63495 6.19726 -1.13245  0.452
H57 -0.70179 5.56986 -2.78165  0.399
H58 0.84461 5.74759 -1.95599  0.451
H59 -2.23889 2.59376 -3.98512  0.837
H60 -2.03799 2.80549 -6.43037  0.522
H61 -0.25140 1.70682 -7.67519  0.526
H62 1.93539 0.19869 -7.58528  0.510
H63 3.52508 -1.02535 -6.19711  0.501
H64 3.27848 -1.15661 -3.74477  0.831

Summary:
orbital gap (spin up / spin down): 6.02 / 6.25 eV
net charge: +3
LUMO level (spin up / spin down): -9.50 / -8.96 eV